No. 1
17
Properties=species:S:1:pos:R:3:forces:R:3 method="wB97M-V/def2-TZVPD" e_homo_ev="-7.10 / -6.75" spin_multiplicity=8 gap_ev="7.96 / 5.28" s_squared=15.773 total_charge=-1
Fe 0.694054 -0.986731 1.403731 -0.1 0.8 -4.3
Pt -1.602861 1.881379 -0.408684 0.5 -1.3 1.1
N -1.105769 -0.342979 -2.791789 6.1 -2.2 -3.6
O -0.340997 0.087313 -3.660431 -0.5 0.3 -2.4
O -1.286032 0.477181 -1.958482 -3.5 7.1 6.6
O -1.216132 -1.476290 -2.544612 -2.4 -3.8 0.1
N 2.518325 -2.029975 -1.088620 3.8 -1.7 -0.2
O 3.636300 -1.553587 -1.589880 -4.2 -1.2 1.3
O 1.729058 -1.220496 -0.488176 -0.7 1.3 0.9
O 2.267858 -3.244136 -1.037459 0.3 2.0 -0.4
N -1.486711 2.559474 2.748416 -1.9 -3.3 6.5
O -2.229968 1.774755 3.506551 2.3 1.7 -1.5
O -0.577937 3.211891 3.143735 1.8 0.7 1.2
O -1.864424 2.692597 1.626912 -2.4 0.8 -8.2
F -0.821883 -2.448054 0.575468 2.4 2.0 2.0
F 2.187282 0.228062 1.918303 -2.5 -2.3 -0.1
F -0.500165 0.389594 0.645018 1.0 -0.9 1.0



No. 2
9
Properties=species:S:1:pos:R:3:forces:R:3 method="wB97M-V/def2-TZVPD" e_homo_ev="-11.35 / -10.65" spin_multiplicity=1 relative_energy_kcal_mol=61.9 gap_ev="8.42 / 9.30" total_charge=0
N 2.354419 0.147667 0.182985 -0.4 2.8 -0.4
N -1.942774 0.500265 -0.444662 -1.5 0.1 -0.3
O -0.101380 -1.637943 0.362333 -0.7 0.5 0.1
O -1.103936 -0.186565 2.112591 -0.2 -0.1 -0.3
F 2.219904 0.512634 -1.174955 0.3 -1.6 1.8
F -1.715439 0.011222 -1.677057 0.3 0.5 0.0
F -1.671218 1.828340 -0.484054 0.2 -0.6 -0.4
S -0.516502 -0.330413 0.814090 1.9 -0.5 0.9
H 2.476927 -0.845206 0.308729 0.1 -1.2 -1.4



No. 3
19
Properties=species:S:1:pos:R:3:forces:R:3 method="wB97M-V/def2-TZVPD" e_homo_ev=-7.41 spin_multiplicity=1 relative_energy_kcal_mol=8.0 gap_ev=9.03 total_charge=-1
Na -21.690830 3.035777 -10.166400 0.4 0.3 -0.1
N -20.366420 3.395924 -12.320564 1.2 0.8 1.2
S -20.425486 4.807581 -13.084764 -1.9 0.7 -0.8
O -19.748994 4.824772 -14.326945 0.2 -0.1 -0.4
O -20.366815 5.952725 -12.239346 0.3 -0.1 0.1
F -21.978527 4.722003 -13.476001 0.2 -0.2 0.1
S -18.926362 3.484220 -11.535228 0.0 -2.3 -0.7
O -18.951805 4.038994 -10.240073 -0.6 0.5 0.9
O -17.837563 3.738387 -12.396274 0.6 0.5 -0.4
F -18.822947 1.912977 -11.251116 -0.3 0.0 0.1
N -21.653374 4.605674 -8.466830 0.1 1.5 0.2
S -21.469715 6.232952 -8.324783 -0.6 0.3 -2.1
O -20.115713 6.612342 -8.222030 0.6 0.1 0.4
O -22.470691 6.885091 -7.561305 -0.1 -0.1 0.3
F -21.865074 6.555260 -9.818171 0.0 -0.2 0.1
S -21.446317 4.041125 -7.025815 -0.8 -2.7 2.1
O -22.398959 4.484611 -6.062405 0.1 0.4 0.0
O -20.120668 3.770978 -6.584663 0.2 0.4 -0.4
F -21.997305 2.527527 -7.342290 0.1 0.2 -0.6



No. 4
7
Properties=species:S:1:pos:R:3:forces:R:3 method="wB97M-V/def2-TZVPD" e_homo_ev="-11.04 / -10.83" spin_multiplicity=2 gap_ev="8.88 / 5.04" s_squared=0.758 total_charge=0
Mg -1.320551 0.133013 1.454046 2.0 -3.1 -1.3
Mg 1.671515 0.632905 -0.622790 -3.4 0.6 -1.8
F 0.108674 0.999538 0.515721 0.7 0.3 0.2
F 0.705794 -1.146065 -1.271204 0.0 0.4 0.5
F -0.171069 -1.267948 2.243287 -1.3 1.7 -0.2
F -2.092364 -0.916441 -0.080492 0.5 1.0 0.9
F 1.098000 1.564999 -2.238569 1.4 -0.9 1.8



No. 5
7
Properties=species:S:1:pos:R:3:forces:R:3 method="wB97M-V/def2-TZVPD" e_homo_ev="-18.56 / -18.23" spin_multiplicity=1 relative_energy_kcal_mol=12.3 gap_ev="8.62 / 7.82" total_charge=+1
N 1.315687 0.341023 0.290736 1.1 -0.6 1.1
N -0.893449 0.028182 0.009631 0.7 1.4 -1.2
F 1.747740 -0.790629 0.858033 -0.8 1.8 -1.7
F 1.947485 0.494042 -0.819965 -0.9 -1.0 1.0
F -1.714198 0.914229 0.568433 0.4 0.1 -0.2
F -1.106827 0.134168 -1.346120 -0.1 -0.5 1.2
F -1.296435 -1.121014 0.439254 -0.4 -1.3 -0.2



No. 6
31
Properties=species:S:1:pos:R:3:forces:R:3 method="wB97M-V/def2-TZVPD" e_homo_ev=-9.01 spin_multiplicity=1 relative_energy_kcal_mol=30.3 gap_ev=11.40 total_charge=-1
P 0.544196 -1.033778 -0.037084 0.2 0.8 -0.1
F 1.410166 -2.138558 0.703506 0.8 -0.6 0.1
F -0.697134 -1.557198 0.864066 -0.4 0.4 -0.2
F 0.972716 0.117262 1.039946 -0.4 -0.4 1.3
F -0.397584 0.114032 -0.679894 -0.1 -0.4 -0.8
F 1.876596 -0.521638 -0.827044 -0.4 -0.5 -1.0
F 0.162106 -2.083828 -1.256744 0.3 0.7 0.7
O 4.262206 3.364242 -1.249014 0.0 0.3 0.0
H 3.841536 2.554202 -0.960734 -0.3 -0.3 0.1
H 5.135026 3.093282 -1.533604 0.2 -0.1 -0.1
O -1.509584 4.830662 -1.451184 -0.3 0.1 -0.2
H -1.145144 4.000282 -1.144774 0.2 -0.3 0.1
H -1.460644 5.409502 -0.690404 0.1 0.1 0.2
O -4.291014 -4.342418 1.520816 -0.2 -0.1 0.2
H -4.347034 -4.706768 0.637446 0.0 -0.1 -0.2
H -3.661164 -3.625608 1.445276 0.3 0.2 0.0
O 0.778086 -0.763578 5.557226 0.1 0.1 0.3
H -0.082024 -1.131228 5.760406 -0.2 -0.1 0.0
H 0.843776 -0.819278 4.603906 0.1 0.0 -0.4
O 0.539656 -6.486188 -1.775904 -0.1 -0.3 0.1
H 0.909966 -6.572528 -2.654334 0.1 0.0 -0.2
H 0.527126 -5.543148 -1.612364 0.0 0.4 0.2
O 4.034196 0.251932 -5.105244 0.2 0.1 -0.2
H 3.637256 0.131152 -4.242644 -0.2 0.0 0.3
H 3.592356 -0.387128 -5.664354 -0.1 -0.1 -0.1
O -0.356724 4.001372 2.499496 0.0 0.3 -0.1
H -1.292584 3.965972 2.697286 -0.2 0.0 0.1
H -0.089404 3.084262 2.438796 0.2 -0.4 -0.1
O -4.846934 1.983812 0.414216 -0.2 -0.1 0.1
H -3.911744 1.880292 0.238256 0.3 -0.1 -0.1
H -4.978264 2.930612 0.464666 0.0 0.2 0.0



No. 7
28
Properties=species:S:1:pos:R:3:forces:R:3 method="wB97M-V/def2-TZVPD" e_homo_ev="-15.78 / -15.84" spin_multiplicity=2 relative_energy_kcal_mol=35.0 gap_ev="6.31 / 6.00" s_squared=1.793 total_charge=+1
In -28.548218 -22.682681 -24.281821 0.0 -0.3 0.0
N -30.343889 -21.022541 -22.846368 -1.9 1.2 2.0
S -30.920218 -19.560763 -22.737243 2.9 7.5 -6.1
O -30.501998 -18.703260 -21.668147 -0.7 -1.5 0.8
O -32.188212 -19.221296 -23.347476 0.5 -1.3 1.0
F -29.924987 -18.869090 -23.941419 -1.2 -1.9 1.7
S -31.340989 -21.535387 -21.565627 -2.3 -6.2 4.8
O -32.757669 -21.322943 -21.725743 2.0 1.3 -0.1
O -30.752122 -21.530322 -20.218226 -0.6 0.7 -4.0
F -31.290859 -23.044135 -22.068522 1.0 0.3 0.2
N -27.507579 -20.605586 -25.865819 4.2 -2.4 1.1
S -25.802001 -20.424741 -26.134967 8.9 -5.4 -0.2
O -24.977781 -19.353543 -25.639994 -3.0 0.2 -0.3
O -25.274853 -21.074006 -27.347995 -3.0 1.5 2.1
F -25.371786 -21.580502 -25.037575 -1.6 0.8 -0.5
S -27.779385 -19.287873 -26.480126 -8.3 6.4 -5.9
O -27.275941 -19.015915 -27.853320 -0.4 -0.5 4.0
O -27.925296 -18.221843 -25.506024 1.5 -0.5 -0.6
F -29.362244 -19.590168 -26.766104 1.8 0.2 0.1
N -26.494746 -24.678399 -24.510268 -2.7 -2.8 -1.7
S -26.648579 -26.188093 -25.327617 -6.1 -5.0 -6.1
O -27.151900 -27.283959 -24.548776 1.4 1.9 0.6
O -25.796838 -26.470945 -26.479340 -0.6 1.3 3.0
F -28.039572 -25.801768 -26.130001 1.3 0.8 1.1
S -25.060772 -24.971619 -24.274744 8.2 4.4 6.3
O -24.179405 -24.724454 -25.385615 -0.2 -0.6 1.1
O -24.628707 -26.050595 -23.300747 -1.3 1.6 -2.9
F -24.867405 -23.664620 -23.282619 0.1 -1.6 -1.3



No. 8
28
Properties=species:S:1:pos:R:3:forces:R:3 method="wB97M-V/def2-TZVPD" e_homo_ev=-4.77 spin_multiplicity=1 relative_energy_kcal_mol=28.9 gap_ev=8.37 total_charge=-2
K -1.495940 -1.622931 0.087108 0.5 0.1 -0.4
N -0.854077 2.391045 -2.401465 -0.7 -1.5 -1.7
S -1.754974 3.047992 -3.547147 0.2 2.1 1.4
O -3.007434 2.396567 -3.738756 -0.3 -0.3 -0.7
O -0.992288 3.607046 -4.612191 -0.3 -0.3 -0.7
F -2.164330 4.381542 -2.751116 0.0 -0.3 0.2
S -0.610890 0.871919 -2.923255 1.9 0.9 1.8
O -0.409701 0.659597 -4.313850 -0.5 0.1 -0.5
O -1.352546 -0.108167 -2.191919 -0.6 -0.5 0.3
F 0.832373 0.749206 -2.314131 0.0 -0.3 0.1
N -1.647726 -0.032193 2.139402 0.6 -0.6 3.7
S -0.913611 -0.660881 3.482399 3.2 -0.6 -1.9
O -1.063701 -2.064277 3.662115 -1.2 -0.4 0.2
O -0.829592 0.196315 4.610171 -0.4 0.3 0.2
F 0.513496 -0.655970 2.800061 0.1 0.5 0.2
S -3.032809 0.410208 2.755930 -2.4 1.1 -3.1
O -3.293458 1.798102 2.702313 0.3 0.9 0.0
O -3.649012 -0.286767 3.822323 0.3 -1.1 0.8
F -3.805835 -0.148701 1.421863 -0.7 0.0 0.2
N 4.065458 -2.039226 -0.235685 -2.9 0.5 0.6
S 2.692988 -2.797540 0.203371 1.2 -1.4 -0.4
O 1.422228 -2.157981 0.032027 -0.1 0.4 -0.5
O 2.856470 -3.554970 1.390708 0.1 -0.4 0.6
F 2.758680 -3.891528 -0.952542 -0.3 -0.1 -0.1
S 3.740488 -0.508007 0.116491 3.8 2.2 0.1
O 3.252880 -0.237501 1.430125 -0.7 -0.4 -0.2
O 3.414372 0.350551 -0.973947 -0.8 -0.6 0.0
F 5.328482 -0.093447 0.299597 -0.5 -0.4 -0.1